The following is a quantum chemistry calculation of a molecular structure, C25H14Cl5N5Pt at a distorted geometry, from the Open Molecules 2025 dataset.

Properties
* HOMO energy (spin up / spin down): -7.27 / -7.27 eV
* frontier orbital gap (spin up / spin down): 5.36 / 5.36 eV
* LUMO energy (spin up / spin down): -1.910 / -1.910 eV
* energy above the lowest of the compared OMol25 structures with the same formula, charge and spin: 474.2 kcal/mol

Atoms and positions in Å:
Pt1 0.102118 -0.291919 1.729557
N1 -1.557360 -2.473822 -8.168078
C1 -1.394558 -2.210151 -7.061984
C2 -1.185886 -1.886063 -5.675714
C3 -2.281928 -1.709148 -4.833947
C4 -2.077550 -1.438530 -3.494095
C5 -0.784237 -1.326520 -2.981673
C6 0.303795 -1.458420 -3.845035
C7 0.109132 -1.755490 -5.181520
C8 -0.524571 -1.060710 -1.547342
C9 -1.229131 -1.795530 -0.586148
C10 -2.061482 -2.926826 -0.811723
C11 -2.583351 -3.305211 0.401485
C12 -2.063578 -2.406982 1.354503
N2 -1.262122 -1.511238 0.793723
C13 0.404564 -0.026302 -1.231917
C14 0.490735 1.167330 -2.021542
C15 1.082239 2.369112 -1.698691
C16 1.601747 0.942938 0.441762
N3 1.069869 -0.162071 -0.053754
H1 -3.283359 -1.779907 -5.235429
H2 -2.924189 -1.283727 -2.839077
H3 1.306576 -1.353745 -3.452470
H4 0.953148 -1.885406 -5.844479
H5 -2.208863 -3.414238 -1.760352
H6 -3.249136 -4.127843 0.603208
H7 -2.251144 -2.387307 2.417898
H8 -0.051603 1.132350 -2.957909
H9 1.554024 4.140096 -0.324388
H10 1.348314 2.941721 1.119682
Cl1 1.854108 2.578755 -0.208173
C17 3.375998 2.788873 -0.049120
C18 1.696991 1.011513 1.895581
C19 1.963414 2.247786 2.526068
Cl2 1.176847 2.172039 4.135037
C20 2.882427 3.512768 2.482133
Cl3 2.361986 4.758198 3.596450
C21 4.103129 3.777164 1.900534
Cl4 5.278623 4.761053 2.716480
C22 4.432560 3.256667 0.589414
Cl5 6.056322 3.228079 0.014069
N4 -1.743450 0.466385 3.943987
C23 -2.121419 0.221467 5.209778
C24 -1.348818 -0.820325 5.667288
C25 -0.504366 -1.144003 4.597350
N5 -0.754749 -0.351649 3.565334
H11 -2.043622 1.197299 3.320718
H12 -2.900642 0.794593 5.680952
H13 -1.382975 -1.280317 6.637912
H14 0.265421 -1.892786 4.523659

Forces on atoms 1 to 6 (eV/Å):
Pt 0.158 -0.405 0.356
N -0.013 -0.004 -0.006
C 0.020 0.035 -0.003
C -0.016 -0.023 0.001
C 0.009 -0.008 -0.009
C 0.015 0.065 0.015

Atomic partial charges in e from the Löwdin method, atoms 1 to 6:
1 Pt 1.16
2 N 0.16
3 C -0.18
4 C -0.22
5 C -0.01
6 C -0.02

---

The following is a quantum chemistry calculation of 4 unconnected molecules or ions with the total composition C25H15F2N4O9 at a distorted geometry, from the Open Molecules 2025 dataset.

Properties
* HOMO energy: -11.52 eV
* net charge: +1
* frontier orbital gap: 5.44 eV
* LUMO energy: -6.079 eV

Atoms and positions in Å:
N1 -1.703894 0.700055 -0.426779
C1 -1.624466 0.440234 -1.548529
O1 -1.661809 0.311874 -2.858570
N2 -0.384162 0.357553 -3.418827
C2 -0.326515 0.027473 -4.672921
C3 0.891668 -0.003632 -5.328845
F1 0.976934 -0.358574 -6.552078
C4 1.977712 0.368221 -4.578327
C5 1.725926 0.728204 -3.264459
C6 2.901348 1.205787 -2.393704
O2 2.684732 2.034692 -1.564847
N3 4.213818 0.648978 -2.579771
C7 4.254822 -0.721062 -2.780646
O3 5.048096 -1.266652 -3.491800
F2 3.324468 -1.430995 -2.156178
N4 0.577044 0.723170 -2.630645
H1 -1.235050 -0.221615 -5.207788
H2 2.983332 0.389333 -4.969271
H3 4.779324 1.137443 -3.262234
C8 -0.703361 -0.703070 4.992362
C9 -1.704200 -0.205684 5.715153
C10 -2.623152 0.817662 5.159439
O4 -3.533243 1.272024 5.816707
C11 -2.384618 1.265369 3.764460
C12 -1.384471 0.768793 3.041944
C13 -0.466551 -0.254636 3.598577
O5 0.442747 -0.706726 2.933889
H4 -0.021723 -1.448369 5.382775
H5 -1.894734 -0.519341 6.733527
H6 -3.066030 2.011917 3.376401
H7 -1.193675 1.081648 2.025269
C14 -4.093956 4.437732 -7.159250
C15 -4.081621 3.175185 -6.737948
C16 -2.866641 2.576231 -6.146804
O6 -2.862305 1.416859 -5.764125
C17 -1.661786 3.431109 -6.037363
C18 -1.667906 4.692796 -6.456238
C19 -2.889223 5.297831 -7.051703
O7 -2.894994 6.443554 -7.430128
H8 -4.972931 4.894183 -7.595458
H9 -4.949869 2.532797 -6.807175
H10 -0.781391 2.973631 -5.600064
H11 -0.798102 5.333586 -6.385679
C20 0.938029 -3.729516 7.922501
C21 0.896516 -4.963732 8.416858
C22 1.926691 -5.970857 8.058704
O8 1.888684 -7.094698 8.506015
C23 3.004158 -5.546776 7.130291
C24 3.044482 -4.312091 6.636676
C25 2.015111 -3.307040 6.994513
O9 2.053557 -2.180225 6.544759
H12 0.196277 -2.980943 8.171424
H13 0.119472 -5.290792 9.095815
H14 3.746089 -6.294831 6.882048
H15 3.821341 -3.984068 5.958045

Forces on atoms 1 to 6 (eV/Å):
N 0.090 -0.467 -0.813
C -0.365 0.765 0.941
O 0.179 -0.241 -0.086
N -0.145 0.245 1.132
C -1.303 -0.779 -1.834
C 0.721 0.640 1.605

Atomic partial charges in e from the Löwdin method, atoms 1 to 6:
1 N 0.27
2 C -0.24
3 O 0.15
4 N -0.03
5 C 0.12
6 C -0.21

---

The following is a quantum chemistry calculation of a molecular structure, C25H17Cl2FN5O2PbSSe at a distorted geometry, from the Open Molecules 2025 dataset.

Properties
* HOMO energy: -5.08 eV
* net charge: -1
* frontier orbital gap: 7.10 eV
* LUMO energy: 2.017 eV
* energy above the lowest of the compared OMol25 structures with the same formula, charge and spin: 34.0 kcal/mol

Atoms and positions in Å:
Pb1 0.041956 0.195216 1.225530
N1 -0.927842 -1.300530 5.314374
C1 -0.193417 -1.139415 4.129439
S1 -1.214398 -1.288425 2.688670
N2 1.030248 -0.756805 4.212564
N3 1.570984 -0.514879 3.008159
C2 2.853434 -0.611440 2.861967
C3 3.487263 -0.551459 1.547723
C4 4.837204 -0.301031 1.538202
C5 5.617234 -0.430391 0.433536
C6 4.997582 -0.877994 -0.737962
C7 3.638547 -1.154048 -0.733165
C8 2.816191 -1.047163 0.383978
O1 1.540743 -1.344444 0.374143
H1 -1.920996 -1.025550 5.366277
H2 -0.401080 -0.872332 6.100701
H3 3.419887 -0.732898 3.794722
H4 5.283740 0.026554 2.480795
H5 6.683774 -0.260235 0.389772
H6 5.585720 -0.816036 -1.627825
H7 3.147089 -1.500542 -1.650719
Cl1 -4.845537 2.317105 0.974348
C9 -4.256489 1.049108 -0.051092
C10 -5.154867 0.423909 -0.917972
C11 -4.790704 -0.596269 -1.743096
Cl2 -5.995724 -1.364721 -2.727081
C12 -3.519380 -1.198253 -1.612007
C13 -3.082223 -2.345453 -2.275648
C14 -1.754451 -2.816053 -2.071382
C15 -0.939263 -2.128717 -1.252899
N4 -1.380705 -1.105168 -0.531136
C16 -2.605449 -0.571219 -0.697080
C17 -2.916422 0.626993 0.076667
O2 -2.077516 1.177561 0.857522
H8 -6.155629 0.867928 -0.954146
H9 -3.715071 -3.008452 -2.982290
H10 -1.450029 -3.697816 -2.637497
H11 0.112299 -2.413015 -1.084692
F1 -1.771018 1.306392 -4.992138
C18 -1.062878 1.445302 -3.765334
C19 0.049046 0.686169 -3.541657
C20 0.823780 0.924403 -2.408153
C21 0.405282 1.810559 -1.400659
C22 0.993059 1.736009 -0.045633
C23 -0.751877 2.522728 -1.647158
C24 -1.512497 2.317682 -2.779490
H12 0.369634 -0.145871 -4.124492
H13 1.766656 0.301299 -2.147416
H14 0.803346 2.623654 0.584676
H15 2.067493 1.510384 -0.038090
H16 -1.211817 3.177415 -0.850498
H17 -2.431750 2.852329 -2.933698
Se1 -0.180544 2.495789 3.103480
C25 1.584996 2.677015 2.899288
N5 2.692390 2.845096 2.615577

Forces on atoms 1 to 6 (eV/Å):
Pb 0.198 0.443 -0.259
N 0.742 0.464 1.057
C -1.753 1.038 0.610
S -0.027 -0.752 0.595
N -0.479 -0.358 0.844
N 1.585 -0.321 -1.619

Atomic partial charges in e from the Löwdin method, atoms 1 to 6:
1 Pb 1.07
2 N 0.02
3 C -0.82
4 S 0.66
5 N 0.00
6 N -0.14

---

The following is a quantum chemistry calculation of a molecular structure, C25H17InN6O2 at a distorted geometry, from the Open Molecules 2025 dataset.

Properties
* HOMO energy: -14.29 eV
* net charge: +2
* frontier orbital gap: 5.70 eV
* LUMO energy: -8.586 eV
* energy above the lowest of the compared OMol25 structures with the same formula, charge and spin: 0.0 kcal/mol

Atoms and positions in Å:
In1 11.113822 12.852279 8.438180
C1 15.721376 13.610226 8.506671
C2 14.501108 12.992303 8.700977
N1 13.364649 13.674633 8.579585
C3 13.405584 14.998383 8.178362
C4 14.674517 15.585215 8.104246
N2 15.811251 14.911258 8.202193
C5 12.152323 15.671587 7.756509
C6 12.067317 16.972096 7.241166
C7 10.816948 17.469783 6.768108
C8 9.694490 16.625794 6.699111
C9 9.798261 15.365655 7.269182
N3 11.014134 14.964453 7.848170
C10 8.679284 14.394189 7.468138
C11 7.313884 14.666133 7.235274
N4 6.441421 13.679523 7.364976
C12 6.776275 12.414364 7.661247
C13 8.089603 12.118107 7.791972
N5 8.972905 13.113570 7.837516
C14 10.760212 18.911866 6.477641
C15 9.517810 19.622704 6.527442
C16 9.565668 21.012640 6.288374
N6 10.626767 21.592806 5.801554
C17 11.773629 20.979710 5.826770
C18 11.921424 19.623752 6.089354
H1 16.605413 13.034768 8.486422
H2 14.419135 11.949686 8.977034
H3 14.762811 16.665243 7.847166
H4 12.924013 17.594629 7.223872
H5 8.735148 16.949783 6.163143
H6 6.918275 15.591866 6.930058
H7 5.919889 11.776090 7.797264
H8 8.478393 11.083140 7.891124
H9 8.650953 19.050373 6.794676
H10 8.750481 21.659849 6.534509
H11 12.657500 21.583969 5.687616
H12 12.881352 19.079808 5.978851
O1 11.710878 12.548662 6.162300
C19 11.846252 11.308922 6.562804
O2 11.424404 10.812395 7.758614
C20 12.552160 10.279473 5.740626
C21 12.424544 8.894109 6.019090
C22 13.191898 8.006184 5.297792
C23 14.180058 8.396512 4.422154
C24 14.307727 9.726262 4.054381
C25 13.449171 10.652082 4.680126
H13 11.601730 8.549850 6.649345
H14 13.089457 6.934124 5.417985
H15 14.778020 7.641675 3.923048
H16 15.001813 10.054520 3.250567
H17 13.452465 11.712710 4.340138

Forces on atoms 1 to 6 (eV/Å):
In 0.897 -0.067 -2.416
C -0.445 1.224 -0.811
C -0.778 0.044 0.492
N -1.134 1.247 -0.758
C 0.953 -1.589 0.821
C -0.519 1.155 -0.821

Atomic partial charges in e from the Löwdin method, atoms 1 to 6:
1 In 1.26
2 C -0.03
3 C -0.05
4 N 0.06
5 C -0.13
6 C -0.03